Record 1
This record from OMol25 describes a structure of composition C33H52BCl2F6O15Pt in a non-equilibrium geometry. The level of theory is ωB97M-V with the def2-TZVPD basis set.

Total charge ... +1
Maximum force ... 2.54 eV/A
HOMO (spin up / spin down) ... -10.4806 / -10.4806 eV
DFT total energy ... -4080.8733 hartree
2S+1 ... 3

Each line ends with the Mulliken charge.
Element x y z (Å)
Pt  0.07216  -2.69660  1.01319  5.225
B  -0.70430  0.65214  0.15664  -1.161
F  0.32856  1.56407  -0.05015  -0.164
F  -1.56553  1.05666  1.16701  -0.246
F  -1.40506  0.39310  -1.01406  -0.140
F  -0.07912  -0.58839  0.59085  -0.152
C  -1.11070  4.42706  1.41058  0.402
Cl  -2.59000  5.12821  2.06417  -0.186
Cl  -0.13197  5.60122  0.50683  -0.141
H  -0.47004  4.04304  2.19736  0.171
H  -1.33422  3.59284  0.75729  -0.304
C  4.05165  4.78506  1.85877  -1.263
C  3.54620  4.00414  0.62585  0.137
O  3.10596  4.84631  -0.44294  -0.077
C  3.91385  5.75639  -0.98747  0.550
O  5.03056  6.01995  -0.60547  -0.577
O  3.27482  6.35159  -1.96387  -0.204
C  3.91883  7.40953  -2.68951  -0.707
H  5.06396  5.17679  1.80980  0.350
H  4.20161  4.01623  2.62843  0.388
H  3.32136  5.55435  2.09324  0.338
H  2.59017  3.56514  0.90941  -0.085
H  4.31802  3.32567  0.26073  0.298
H  3.24515  7.63589  -3.51014  0.195
H  4.84771  6.99622  -3.07773  0.334
H  4.06781  8.28795  -2.06824  0.307
C  4.32574  -3.82434  4.91731  -1.376
C  3.45091  -3.32369  3.74385  -0.035
O  3.06243  -1.99992  4.07204  -0.319
C  2.22225  -1.35845  3.28854  0.563
O  1.63797  -1.88350  2.35596  -0.182
O  2.14210  -0.12202  3.70369  -0.361
C  1.52467  0.79904  2.79262  -0.271
H  4.51120  -4.88093  4.70002  0.407
H  3.86865  -3.84146  5.90547  0.360
H  5.27939  -3.30614  4.95448  0.329
H  2.65740  -4.02953  3.50568  0.210
H  4.17211  -3.38033  2.92442  0.249
H  2.01140  0.81633  1.82368  0.048
H  1.59748  1.78707  3.24974  0.315
H  0.44033  0.70186  2.72206  0.194
C  3.08627  -5.87966  -2.14446  -1.513
C  2.19937  -4.64366  -1.92119  0.372
O  2.93783  -3.46416  -2.09908  -0.354
C  2.67637  -2.39043  -1.35932  0.090
O  1.90592  -2.32536  -0.42485  -0.492
O  3.44116  -1.42361  -1.78372  -0.375
C  3.23609  -0.08994  -1.29815  -0.425
H  3.68348  -5.84336  -3.05388  0.367
H  2.39637  -6.70045  -2.38240  0.419
H  3.60893  -6.25830  -1.26946  0.341
H  1.77391  -4.80090  -0.92579  0.006
H  1.37065  -4.73826  -2.62742  0.168
H  3.91028  0.52640  -1.88711  0.303
H  3.56680  -0.04660  -0.26178  0.260
H  2.23159  0.29976  -1.44998  0.084
C  -3.93644  -6.10902  2.96135  -1.483
C  -3.10236  -5.03651  2.30197  0.217
O  -3.94632  -4.03023  1.73836  -0.346
C  -3.35207  -2.96345  1.22182  0.309
O  -2.14895  -2.84319  1.07165  -0.858
O  -4.26494  -2.08908  0.92321  -0.360
C  -3.91296  -0.88387  0.23777  -0.622
H  -4.61024  -5.73596  3.72925  0.358
H  -3.28403  -6.87250  3.38728  0.403
H  -4.53697  -6.66666  2.24019  0.343
H  -2.51124  -5.43768  1.46941  0.038
H  -2.38044  -4.61239  3.00656  0.257
H  -3.37929  -1.05620  -0.69357  0.325
H  -3.31013  -0.26242  0.90589  0.149
H  -4.79642  -0.26489  0.10854  0.408
C  0.82992  -1.30778  -4.07963  -1.101
C  -0.41379  -1.38419  -3.22154  0.604
O  -0.99540  -2.70082  -3.33545  -0.373
C  -1.01849  -3.44674  -2.27847  0.280
O  -0.68884  -3.14052  -1.15150  -0.651
O  -1.54099  -4.60962  -2.57258  -0.462
C  -1.69973  -5.62810  -1.56944  -0.712
H  0.68626  -1.64404  -5.10828  0.429
H  1.69112  -1.80441  -3.63633  0.078
H  1.08252  -0.25950  -4.27124  0.243
H  -1.14163  -0.70585  -3.66544  0.325
H  -0.22885  -1.02534  -2.21171  -0.337
H  -0.87661  -5.58675  -0.85187  0.225
H  -1.57054  -6.54786  -2.13128  0.377
H  -2.65615  -5.43293  -1.09055  0.303
F  -0.06011  3.29857  -6.78263  -0.310
C  -0.02224  3.68588  -5.49257  0.265
C  -0.13423  2.72003  -4.52116  -0.512
C  0.08931  3.06293  -3.17688  -0.264
C  0.25859  4.39788  -2.89564  -0.078
C  0.40649  5.38299  -3.87271  -0.486
C  0.22403  5.03193  -5.18741  -0.572
H  -0.37010  1.68256  -4.72234  0.396
H  0.05163  2.37198  -2.34753  0.670
H  0.37854  4.70591  -1.86090  -0.072
H  0.45152  6.44496  -3.66974  0.497
H  0.27508  5.73322  -6.01008  0.431
F  -8.83365  1.65589  2.77673  -0.311
C  -7.48585  1.65726  2.75669  0.346
C  -6.80160  0.46903  2.82631  -0.423
C  -5.41438  0.49545  2.80562  -0.473
C  -4.76346  1.72643  2.84409  -0.018
C  -5.46405  2.93861  2.91885  -0.627
C  -6.83943  2.87887  2.74202  -0.401
H  -7.35050  -0.45873  2.71770  0.399
H  -4.88417  -0.44410  2.86876  0.517
H  -3.67903  1.72631  2.87470  0.357
H  -4.97963  3.90100  2.96615  0.225
H  -7.47524  3.74367  2.59602  0.409

Record 2
This record from OMol25 describes a cluster of 3 separate species, C33H52ClF7N3O11S2 in total in a non-equilibrium geometry. The level of theory is ωB97M-V with the def2-TZVPD basis set.

Total charge ... +1
Maximum force ... 4.64 eV/A
HOMO ... -11.7365 eV
Relative energy (zero: lowest compared OMol25 entry of this formula, charge and spin) ... 168.7 kcal per mole
DFT total energy ... -4235.6148 hartree

Each line ends with the Mulliken charge.
Element x y z (Å)
C  -3.35640  -3.70113  -5.75007  -1.155
C  -2.80813  -2.30414  -5.13007  0.149
C  -3.04995  -2.25714  -3.55203  -0.808
O  -2.59753  -1.04477  -2.90338  -0.164
C  -1.24698  -1.21726  -2.36067  -1.319
N  -0.49479  0.04239  -2.36911  1.790
C  -0.21401  0.74576  -1.10483  -0.496
N  -1.21630  1.39014  -0.53162  0.173
S  -0.89047  2.30499  0.90789  -0.026
C  -2.64803  1.43413  -1.01975  -0.935
C  -3.53333  0.30800  -0.24741  0.157
C  -3.95333  0.76970  1.24444  -0.928
C  -3.03776  -0.07952  2.28926  0.258
C  -3.25047  0.34440  3.81802  -0.579
C  -2.09038  1.26526  4.43163  0.000
C  -0.59751  0.73323  4.18034  0.067
C  0.22549  0.39755  5.53062  -0.187
C  1.61380  1.18296  5.66132  -0.845
C  2.68363  0.86149  4.50968  0.411
O  3.49322  -0.32614  4.78861  -0.407
C  2.81439  -1.52575  4.32216  -0.380
N  1.18222  0.56692  -0.91169  0.399
S  2.02694  0.75830  0.55555  -0.121
C  1.90314  -0.06902  -2.08731  0.645
C  3.23904  0.67266  -2.61198  -0.267
C  4.59506  0.15866  -1.94750  -0.152
O  5.57097  -0.10543  -2.68382  -0.499
C  2.16168  -1.64335  -2.09175  -1.114
C  2.75948  -2.28750  -0.74978  -0.251
C  3.68520  -3.55060  -1.18881  -0.706
O  2.90095  -4.57789  -1.86234  -0.253
C  3.38357  -5.81943  -1.30349  0.541
C  2.44425  -6.45164  -0.15266  -0.749
O  4.44069  -6.33622  -1.70332  -0.516
C  0.72134  0.21007  -3.18243  -1.513
Cl  0.94861  -0.84493  -4.69497  -0.041
C  0.62016  1.66232  -3.86096  0.961
F  1.52801  1.65697  -4.98357  -0.417
F  1.02420  2.75217  -3.05583  -0.328
C  -0.80681  2.05112  -4.48402  0.478
F  -1.45562  2.94023  -3.60223  -0.237
F  -1.59167  0.98619  -4.91977  -0.165
F  -0.52752  2.82489  -5.65227  -0.270
H  -4.48235  -3.64455  -5.98847  0.288
H  -3.21663  -4.58970  -5.05107  0.308
H  -2.84450  -3.97145  -6.73583  0.336
H  -1.71424  -2.22696  -5.44971  0.025
H  -3.36677  -1.48091  -5.71105  0.251
H  -2.64531  -3.20474  -3.06439  0.386
H  -4.19436  -2.29052  -3.40098  0.362
H  -0.79800  -2.08940  -2.93324  0.691
H  -1.40648  -1.54637  -1.27004  0.218
H  -0.66017  3.59674  0.44446  0.166
H  -2.75012  1.35758  -2.14817  -0.008
H  -3.10094  2.43810  -0.68882  0.775
H  -2.94812  -0.67374  -0.11035  -0.094
H  -4.49670  0.09923  -0.82805  0.510
H  -5.06321  0.64197  1.47140  0.375
H  -3.70592  1.86939  1.46372  0.235
H  -1.94817  -0.10283  1.94686  -0.227
H  -3.41154  -1.17061  2.20289  0.224
H  -4.24964  0.85211  4.03785  0.080
H  -3.24488  -0.63404  4.42965  0.325
H  -2.21717  2.37156  4.13058  0.312
H  -2.24444  1.25793  5.57625  -0.268
H  -0.52085  -0.18951  3.51668  0.001
H  -0.02227  1.60128  3.67733  -0.064
H  -0.36773  0.57352  6.48842  0.206
H  0.46855  -0.73139  5.51092  0.115
H  1.44967  2.32122  5.76528  0.324
H  2.11338  0.87210  6.65575  0.348
H  3.44320  1.73031  4.50345  0.318
H  2.20949  0.84254  3.47147  -0.421
H  3.50524  -2.14623  3.63691  0.194
H  1.84607  -1.27355  3.75854  0.066
H  2.59294  -2.15858  5.25387  0.251
H  3.16349  1.54715  0.42095  0.179
H  3.21884  1.81279  -2.42570  0.462
H  3.32473  0.42644  -3.73515  0.353
H  4.76352  0.04107  -0.80978  0.207
H  1.26719  -2.29263  -2.36966  0.186
H  2.94783  -1.83934  -2.91541  0.645
H  1.92283  -2.67445  -0.06393  0.327
H  3.46438  -1.59610  -0.17154  0.272
H  4.50970  -3.11311  -1.85280  0.248
H  4.21877  -3.93805  -0.24526  0.437
H  2.67964  -7.54803  0.02176  0.311
H  1.35430  -6.26445  -0.47800  0.286
H  2.61073  -5.80421  0.78142  0.208
C  -5.78314  1.02553  7.09031  -0.403
C  -5.62990  2.21982  7.97807  0.283
O  -4.50189  1.89401  8.76447  -0.298
C  -3.73759  1.08044  7.98525  0.619
O  -2.59093  0.82287  8.20429  -0.514
O  -4.43742  0.60015  6.91791  -0.242
F  -6.69952  2.35921  8.79478  -0.284
H  -6.36029  0.22322  7.55810  0.276
H  -6.24205  1.27469  6.13238  0.275
H  -5.44721  3.15706  7.44429  0.287
C  3.67287  3.74167  -6.11001  0.250
C  4.86965  3.74333  -5.21276  0.493
O  5.45711  5.00300  -5.46081  -0.341
C  4.42545  5.82316  -5.81272  0.593
O  4.49258  7.01436  -5.83420  -0.493
O  3.30461  5.11350  -6.12943  -0.327
F  5.74936  2.77872  -5.57245  -0.297
H  3.90872  3.41469  -7.12666  0.270
H  2.86244  3.12354  -5.72208  -0.323
H  4.63415  3.65080  -4.14782  0.250

Record 3
This record from OMol25 describes a structure of composition C33H52GeN5O6Si3V in a non-equilibrium geometry. The level of theory is ωB97M-V with the def2-TZVPD basis set.

Total charge ... +2
Maximum force ... 3.34 eV/A
HOMO (spin up / spin down) ... -12.1282 / -12.0266 eV
Relative energy (zero: lowest compared OMol25 entry of this formula, charge and spin) ... 0.0 kcal per mole
DFT total energy ... -5902.8528 hartree
2S+1 ... 3

Each line ends with the Mulliken charge.
Element x y z (Å)
V  0.53262  1.18057  0.90292  0.289
O  -1.68972  -5.38161  5.37997  -0.445
C  -1.81308  -4.74466  4.22796  0.367
O  -2.56529  -5.18428  3.38801  -0.661
C  -0.99381  -3.50972  3.97662  0.280
C  0.36450  -3.61885  3.71449  -0.475
C  1.04647  -2.53990  3.16361  -0.285
C  0.38549  -1.34624  2.91265  -0.335
C  -0.93504  -1.19859  3.30457  -0.529
C  -1.63103  -2.28447  3.80502  -1.209
N  1.11029  -0.24004  2.28099  0.545
C  2.22890  0.04123  2.84387  -0.222
C  3.06307  1.09787  2.27279  0.065
C  4.26322  1.49072  2.81777  -0.894
C  4.95067  2.54711  2.22614  -0.715
C  4.40618  3.14083  1.11023  -0.851
C  3.20465  2.66263  0.60232  -0.762
N  2.53249  1.66949  1.17307  0.931
H  -1.08867  -4.92353  5.98500  0.409
H  0.88527  -4.55500  3.88270  0.459
H  2.09313  -2.64142  2.89811  0.561
H  -1.42265  -0.23623  3.23040  0.626
H  -2.67291  -2.17471  4.08384  0.519
H  2.53109  -0.45139  3.76538  0.629
H  4.64532  0.98607  3.69899  0.572
H  5.89167  2.89369  2.63408  0.482
H  4.90182  3.96976  0.62026  0.570
H  2.76349  3.07834  -0.28579  0.213
O  -1.22124  0.74238  0.77371  -0.175
C  -2.22570  1.45284  1.02429  -0.333
C  -2.15457  2.83854  1.32803  0.873
C  -3.34373  3.51464  1.66322  -0.638
C  -3.28174  4.82248  2.01262  -0.627
C  -2.07057  5.51855  2.04685  -0.508
C  -0.90151  4.88472  1.69658  -1.005
C  -0.91474  3.54208  1.32118  0.220
O  0.21859  2.94489  0.94712  -0.482
N  -4.53668  5.52994  2.38656  1.022
O  -4.45215  6.71863  2.60021  -0.591
O  -5.54905  4.86550  2.45079  -0.596
H  -3.20374  0.96884  1.01726  0.343
H  -4.30146  3.00528  1.66290  0.608
H  -2.07400  6.55482  2.35897  0.552
H  0.04370  5.41113  1.70232  0.555
N  -2.76615  -5.71999  0.65771  0.116
C  -2.92301  -4.43297  -0.10652  -0.939
C  -1.72194  -3.56210  0.24180  0.804
N  -0.43203  -4.18931  -0.01482  0.033
C  -0.32319  -5.54441  0.50707  -0.443
C  -1.51938  -6.43701  0.21726  -0.737
H  -3.57564  -6.32508  0.53596  0.407
H  -2.69113  -5.49904  1.66117  0.180
H  -3.85779  -3.95547  0.18444  0.464
H  -2.96621  -4.68314  -1.16477  0.387
H  -1.78413  -3.34101  1.31154  -0.757
H  -1.78762  -2.61836  -0.29925  0.060
H  -0.17585  -4.14665  -0.99047  0.333
H  -0.20182  -5.49080  1.59137  -0.018
H  0.56902  -6.01619  0.10000  0.529
H  -1.44514  -7.37224  0.76818  0.426
H  -1.62451  -6.65502  -0.84401  0.384
C  -0.48300  0.34755  -4.88317  -1.272
Si  -0.75994  -0.09447  -3.09646  0.795
C  -0.78717  -1.97107  -3.20833  -0.988
C  -2.47670  0.43022  -2.53613  -0.748
Ge  0.80100  1.06881  -1.60865  0.411
Si  0.39911  3.35519  -2.38398  0.807
C  -1.39654  3.74440  -2.02702  -0.916
C  0.75244  3.60608  -4.19710  -1.339
C  1.50560  4.60450  -1.54277  -1.159
Si  2.88730  -0.02223  -2.12091  0.682
C  3.09932  0.13379  -3.96022  -0.931
C  4.46414  0.53931  -1.30221  -0.967
C  2.60185  -1.78705  -1.57314  -0.634
H  -1.44925  0.34793  -5.40531  0.385
H  0.14272  -0.41564  -5.35571  0.425
H  -0.01699  1.30704  -5.04657  0.276
H  -1.28645  -2.21177  -4.15569  0.483
H  -1.35547  -2.46921  -2.41880  -0.155
H  0.21209  -2.40957  -3.25115  0.407
H  -3.22641  -0.33633  -2.77216  0.480
H  -2.78434  1.35260  -3.04052  0.389
H  -2.50288  0.62088  -1.45980  -0.281
H  -1.96306  3.79522  -2.96140  0.529
H  -1.48890  4.71805  -1.52983  0.345
H  -1.87141  2.99734  -1.39362  -0.037
H  -0.14310  3.49169  -4.81153  0.387
H  1.52576  2.93370  -4.57367  0.289
H  1.11556  4.63229  -4.34015  0.420
H  1.42583  4.59890  -0.45281  0.168
H  1.21907  5.60459  -1.89281  0.479
H  2.55320  4.45210  -1.82780  0.372
H  3.15321  1.19058  -4.24121  0.210
H  2.25898  -0.31562  -4.49564  0.183
H  4.02050  -0.35144  -4.30832  0.448
H  4.68885  1.59123  -1.50152  0.290
H  5.28867  -0.05577  -1.71536  0.504
H  4.45559  0.37879  -0.21825  0.167
H  1.82344  -2.26654  -2.16652  -0.006
H  2.28809  -1.80431  -0.52209  -0.015
H  3.51627  -2.38590  -1.66685  0.538